(1)
Molecular formula: C4H6N4O
Method: DFT, ωB97M-V with the def2-TZVPD basis set

Each atom is followed by the atoms it is bonded to, with distances in Å.
Geometry (Å):
1 O 2.41934 1.43134 -1.11124  C6 1.220
2 N -0.54402 -0.25825 -0.04624  N4 1.404, C7 1.448, C8 1.401
3 N -0.13745 2.10839 -0.44111  C8 1.267, H10 1.019
4 N 0.06133 -1.32388 0.63820  N2 1.404, N5 1.375, H13 1.020
5 N 1.35547 -1.66060 0.31689  N4 1.375, C9 1.290
6 C 1.65006 0.58702 -0.68344  O1 1.220, C8 1.520, C9 1.522
7 C -1.88930 -0.05342 0.44884  N2 1.448, H11 1.087, H14 1.089, H15 1.123
8 C 0.19919 0.89074 -0.34592  N2 1.401, N3 1.267, C6 1.520
9 C 2.10399 -0.81712 -0.31014  N5 1.290, C6 1.522, H12 1.093
10 H -1.10791 2.32597 -0.21964  N3 1.019
11 H -2.44213 0.64019 -0.17993  C7 1.087
12 H 3.09410 -1.10385 -0.67343  C9 1.093
13 H -0.49209 -2.18029 0.65435  N4 1.020
14 H -2.44804 -0.98768 0.47979  C7 1.089
15 H -1.82253 0.40144 1.47300  C7 1.123

Summary:
E_HOMO in eV: -8.81
ΔE to the lowest compared entry with this formula, charge and spin in kcal/mol: 61.6
HOMO-LUMO gap in Ha: 0.3178
Largest force on an atom in eV/A: 2.3
Electronic energy in a.u.: -450.19053
Structure (SMILES): [H]/N=c1/c(=O)cn[nH]n1C

Mulliken population analysis, charges in e, atoms 1 to 8:
1 O -0.52
2 N 0.27
3 N -0.60
4 N -0.19
5 N -0.64
6 C 0.65
7 C -1.04
8 C 0.28

***

(2)
Molecular formula: C2H6N4O2
Method: DFT, ωB97M-V with the def2-TZVPD basis set

Each atom is followed by the atoms it is bonded to, with distances in Å.
Geometry (Å):
1 O 0.94949 -2.86344 1.24771  N4 1.413, H13 0.979
2 O 0.27806 3.31058 0.19441  N5 1.486
3 N -0.45104 -0.53317 -1.18508  N6 1.299, C8 1.484, H10 1.019
4 N 0.41964 -1.70567 0.63611  O1 1.413, C8 1.233
5 N 0.28751 1.89687 -0.26363  O2 1.486, C7 1.293
6 N -1.35844 0.11410 -0.51873  N3 1.299, C7 1.466, H11 1.198
7 C -0.83576 1.35029 0.07151  N5 1.293, N6 1.466, H9 1.064
8 C 0.46317 -1.53623 -0.58404  N3 1.484, N4 1.233, H14 1.208
9 H -1.61057 1.84485 0.60644  C7 1.064
10 H -0.16064 -0.08017 -2.05044  N3 1.019
11 H -1.66669 -0.50240 0.46122  N6 1.198
12 H 1.65655 2.96409 0.90302  no bonds
13 H 0.62757 -2.95208 2.16825  O1 0.979
14 H 1.28520 -2.14069 -1.23089  C8 1.208

Summary:
E_HOMO in eV: -8.43
ΔE to the lowest compared entry with this formula, charge and spin in kcal/mol: 221.1
HOMO-LUMO gap in Ha: 0.2797
Largest force on an atom in eV/A: 7.4
Electronic energy in a.u.: -448.96883

Mulliken population analysis, charges in e, atoms 1 to 8:
1 O -0.43
2 O -0.45
3 N -0.05
4 N -0.26
5 N -0.37
6 N -0.48
7 C -0.03
8 C -0.05